7 unconnected molecules or ions with the total composition C18H25Cl9F9NO7, computed with the ωB97M-V functional and the def2-TZVPD basis.

Structure (XYZ):
```
69
Properties=species:S:1:pos:R:3:forces:R:3
C -3.64433 0.65651 -1.58912 0.2 -0.1 -0.4
C -3.17944 2.07157 -1.94894 -0.6 -1.2 0.2
O -1.82707 2.16525 -1.44584 0.4 0.6 -0.2
C -1.64723 2.65092 -0.23522 -1.2 0.0 -0.3
O -2.51505 3.06822 0.48099 0.3 0.1 0.1
C -0.18547 2.60173 0.21043 0.1 -0.7 -0.4
F 0.46074 3.71998 -0.11563 -0.1 0.1 0.5
F -0.18226 2.37899 1.52605 0.5 0.4 0.1
F 0.47691 1.58952 -0.36849 0.0 -0.1 0.0
H -3.58101 0.44436 -0.52182 -0.1 0.3 0.1
H -2.98669 -0.07736 -2.05749 0.0 0.0 -0.1
H -4.65963 0.45626 -1.93146 0.0 0.1 0.0
H -3.88818 2.80473 -1.56954 0.5 0.3 0.4
H -3.11146 2.22239 -3.02292 0.2 -0.1 0.0
C 2.07819 -0.95090 3.31966 -0.3 0.2 -0.4
C 0.79294 -0.99785 2.49020 -0.6 0.6 1.4
O 1.07009 -1.12255 1.10219 1.7 -0.7 -0.5
C 0.13871 -1.40859 0.22696 -1.0 0.0 1.7
O -1.02387 -1.49904 0.52960 0.1 0.1 -0.9
C 0.68357 -1.73785 -1.17350 -0.4 0.4 1.0
F 0.46700 -3.03789 -1.33221 -0.1 -0.4 -0.7
F 0.00138 -1.01603 -2.05921 0.1 -0.3 -0.4
F 1.97773 -1.51056 -1.30351 0.3 0.2 -0.2
H 2.87736 -0.67191 2.63490 0.2 0.3 0.4
H 2.35633 -1.85436 3.86017 -0.2 -0.3 -0.4
H 1.89036 -0.21576 4.10166 0.5 0.3 -0.1
H 0.25451 -0.05632 2.60795 0.1 0.1 0.0
H 0.14430 -1.74796 2.94669 -0.2 -0.4 -0.9
C 3.28919 -0.44217 -9.31269 -0.8 -0.2 -0.1
C 3.59990 -1.24776 -8.05694 1.3 1.7 -0.3
O 2.59811 -1.07841 -7.07054 -1.9 -0.3 1.2
C 2.58451 0.00756 -6.28548 1.5 -0.5 -0.7
O 3.42326 0.85386 -6.31387 0.2 0.6 0.0
C 1.46795 0.09243 -5.23038 0.0 0.0 -0.6
F 0.48716 -0.74933 -5.55055 -0.4 0.2 0.3
F 1.92464 -0.19600 -4.01696 0.2 -0.3 0.0
F 1.02154 1.35667 -5.18268 -0.2 -0.4 -0.2
H 2.33958 -0.77701 -9.73605 0.2 -0.2 -0.3
H 4.09506 -0.53507 -10.03961 -0.1 -0.2 0.0
H 3.14053 0.62144 -9.12493 0.3 0.0 0.4
H 4.52402 -0.81758 -7.65817 0.1 -0.4 0.1
H 3.72219 -2.31025 -8.24330 -0.2 0.0 0.1
Cl 0.82802 0.86768 9.81685 0.4 -0.1 -0.5
C 2.20803 0.85336 8.69138 -0.1 -0.5 -0.2
Cl 1.73322 0.57475 6.98352 -0.1 0.2 0.6
Cl 3.38160 -0.41080 9.14345 -0.3 0.5 0.0
H 2.65914 1.83596 8.72694 0.2 -0.1 0.1
Cl 5.99833 0.47574 -0.45702 -0.2 -0.1 -0.4
C 5.14705 0.77739 1.03238 0.0 0.3 0.6
Cl 3.50205 1.39838 0.82336 0.3 0.1 -0.3
Cl 6.14292 1.89439 2.02064 -0.4 -0.3 -0.1
H 5.01789 -0.15749 1.56498 0.3 0.0 0.1
Cl -3.82684 -3.38951 0.94425 -0.1 -0.1 -0.1
C -2.60169 -3.77050 2.14340 -0.2 0.0 0.5
Cl -1.20645 -4.56888 1.41211 -0.1 0.1 0.1
Cl -3.25765 -4.74462 3.48396 0.1 0.1 -0.4
H -2.31958 -2.82143 2.58262 0.3 -0.1 -0.1
C -4.24228 1.80447 2.75157 -0.3 0.0 -1.7
N -3.89283 0.49694 3.23284 0.1 0.7 0.6
C -2.62086 0.03129 2.78595 1.1 0.0 -0.2
C -4.58157 -0.15179 4.19305 -0.2 -0.9 -0.6
O -4.28236 -1.25192 4.62395 0.0 0.4 0.3
H -4.16526 1.72294 1.66046 -0.1 0.2 0.0
H -3.53970 2.60946 2.97528 -0.1 -0.1 0.6
H -5.28445 2.07790 2.90899 0.1 0.0 0.6
H -2.55449 -0.08904 1.70097 -0.5 -0.4 0.1
H -1.82038 0.76006 2.97035 -0.2 0.2 0.4
H -2.34267 -0.87425 3.31884 -0.2 -0.1 -0.2
H -5.53531 0.34565 4.42453 0.1 0.1 0.3
```
Forces are in eV/Å.

Properties
LUMO level: 0.4 eV
SMILES: CCOC(=O)C(F)(F)F.CCOC(=O)C(F)(F)F.CCOC(=O)C(F)(F)F.ClC(Cl)Cl.ClC(Cl)Cl.ClC(Cl)Cl.CN(C)C=O
HOMO energy: -0.3391 hartree
M: 857.46 g mol⁻¹
Energy above the lowest of the compared OMol25 structures with the same formula, charge and spin: 70.3 kJ/mol
Orbital gap: 9.649 eV
Max |F|: 0.0433 Eh/bohr

=====

A molecular structure, CH3NO, computed with the ωB97M-V functional and the def2-TZVPD basis.

Structure (XYZ):
```
6
Properties=species:S:1:pos:R:3:forces:R:3
C -0.23067 0.43601 -0.19864 -1.7 0.5 -1.4
N 0.42521 -0.81289 -0.23000 0.9 3.1 -0.8
O 1.10277 0.34435 0.14566 1.3 -1.1 -0.3
H -0.45977 0.87660 -1.16472 0.1 0.2 0.1
H -0.91886 0.68400 0.60771 0.0 -0.4 0.2
H 0.08133 -1.52807 0.83998 -0.6 -2.3 2.2
```
Forces are in eV/Å.

Properties
LUMO level (spin up / spin down): 0.9 / -2.9 eV
HOMO energy (spin up / spin down): -0.1937 / -0.4724 hartree
M: 45.04 g mol⁻¹
Energy above the lowest of the compared OMol25 structures with the same formula, charge and spin: 376.9 kJ/mol
Orbital gap (spin up / spin down): 6.222 / 9.945 eV
Multiplicity: 3
Max |F|: 0.0648 Eh/bohr

=====

A molecular structure, C11H26InO2, computed with the ωB97M-V functional and the def2-TZVPD basis.

Structure (XYZ):
```
40
Properties=species:S:1:pos:R:3:forces:R:3
C -2.92120 -0.36526 0.38240 0.6 -0.4 0.9
C -3.36078 0.83209 1.41860 0.1 -0.6 -0.5
C -2.38883 2.16302 1.37468 -1.1 0.3 0.2
O -0.99340 1.88875 0.99922 -1.9 0.7 1.5
C -0.05688 2.87880 1.55172 -0.6 1.4 -0.4
In 2.12455 2.26180 1.53351 0.3 0.7 0.4
O 2.47274 0.22730 1.90520 0.3 -1.4 -2.2
C 2.55864 -0.56128 0.65672 -0.4 0.4 0.8
C 1.06443 -1.15223 0.33374 -0.1 -0.7 0.7
C 0.61419 -2.11928 1.61996 0.4 0.0 -0.7
C 0.96216 -2.10137 -0.99852 -0.7 0.1 0.6
C 1.16939 -1.32438 -2.42667 -1.4 -0.5 -0.2
C -0.15087 -1.70596 -3.37969 0.1 0.3 -0.3
C 1.19578 0.31193 -2.33374 0.5 0.4 -1.4
H -1.80491 -0.65454 0.65539 -2.3 0.7 -0.8
H -3.56469 -1.34136 0.62432 1.2 2.2 -0.7
H -2.99697 -0.07654 -0.75772 0.1 -0.5 2.4
H -3.40180 0.34200 2.49641 0.2 1.2 -2.2
H -4.44425 1.16933 1.12456 2.0 -0.5 0.7
H -2.46509 2.66967 2.44763 0.4 -1.0 -2.1
H -2.91302 2.92826 0.62454 1.3 -1.4 1.3
H -0.15628 3.85165 0.86745 0.1 -1.6 1.5
H -0.34110 3.17955 2.64670 0.2 -0.6 -1.9
H 2.98575 2.75961 0.03608 -0.2 -0.3 0.1
H 2.91457 3.16550 2.91619 -0.3 -0.3 -0.3
H 3.00479 0.14664 -0.16193 -1.0 -1.5 1.0
H 3.29380 -1.48763 0.74585 -1.3 1.7 0.1
H 0.30850 -0.26010 0.29537 1.5 -1.6 -0.1
H 1.28268 -3.10068 1.50035 -1.5 2.0 0.6
H 0.77172 -1.60299 2.65895 0.0 -0.9 -2.2
H -0.52004 -2.41289 1.54077 2.1 0.5 0.0
H -0.14131 -2.55535 -1.01191 2.3 0.9 0.1
H 1.68242 -3.04335 -0.86698 -1.3 2.1 -0.4
H 2.09231 -1.81064 -2.95679 -1.5 1.4 0.9
H -1.10698 -1.05696 -3.08602 2.1 -1.4 -0.4
H -0.42543 -2.85285 -3.29962 0.6 2.3 -0.2
H 0.07797 -1.44111 -4.50880 -0.4 -0.6 2.2
H 2.28097 0.76214 -2.12373 -2.6 -1.1 -0.1
H 0.91779 0.71040 -3.42437 0.6 -0.8 2.2
H 0.37870 0.77831 -1.61982 1.9 -1.2 -1.3
```
Forces are in eV/Å.

Properties
LUMO level: 3.1 eV
HOMO energy: -0.1710 hartree
M: 305.14 g mol⁻¹
Orbital gap: 7.790 eV
Max |F|: 0.0540 Eh/bohr
Net charge: -1